[1]
{"formula": "C15H17ClN2OS", "method": "ωB97M-V/def2-TZVPD", "gap_ev": 8.92, "multiplicity": 1, "e_homo_ev": -8.31, "charge": 0, "de_lowest_ev": 0.000, "symbols": ["C", "C", "H", "H", "N", "C", "C", "C", "Cl", "H", "C", "H", "H", "H", "H", "C", "C", "C", "C", "N", "H", "C", "H", "C", "H", "H", "C", "H", "S", "H", "H", "H", "O", "H", "H", "C", "C"], "xyz": [[-2.842, 2.317, -0.194], [1.210, 1.364, -1.592], [3.400, -2.560, -1.382], [2.365, 0.380, -3.070], [0.216, 0.513, -1.228], [2.701, -0.561, 0.136], [-3.063, -0.027, 0.312], [2.490, 0.611, -2.003], [-5.159, 1.544, 0.959], [3.918, 1.719, -0.800], [1.075, -2.562, 0.283], [3.282, -1.731, -2.941], [4.551, -1.274, -1.782], [4.585, 1.087, -2.314], [-1.000, 2.909, -1.104], [-1.803, -0.250, -0.204], [0.685, -2.948, 2.521], [-1.049, 0.804, -0.720], [1.864, -1.595, 0.824], [2.560, -0.667, -1.308], [0.324, -3.352, 3.445], [3.507, -1.600, -1.884], [3.751, -0.668, 0.456], [0.401, -3.338, 1.256], [0.981, -2.731, -0.775], [-1.393, -1.250, -0.201], [3.708, 1.528, -1.850], [-3.643, -0.843, 0.713], [1.784, -1.624, 2.556], [2.365, 0.429, 0.464], [-0.263, -4.149, 1.015], [-3.253, 3.314, -0.187], [1.124, 2.570, -1.635], [3.492, 2.478, -2.330], [0.489, -0.464, -1.208], [-3.580, 1.260, 0.314], [-1.581, 2.091, -0.711]], "forces_ev_per_angstrom": [[-0.16, -0.21, 0.10], [0.05, -0.49, -0.12], [0.06, -0.07, -0.04], [-0.01, 0.01, 0.11], [0.06, -0.37, -0.04], [0.07, 0.07, -0.02], [-0.04, 0.12, -0.02], [0.21, 0.30, -0.03], [-0.22, 0.04, 0.09], [0.05, 0.06, 0.10], [0.22, 0.16, -0.03], [0.03, -0.06, -0.05], [0.01, 0.00, 0.00], [0.08, -0.05, -0.01], [0.01, 0.02, -0.01], [0.07, 0.11, -0.07], [0.17, 0.21, 0.13], [-0.38, 0.25, 0.12], [0.00, 0.03, 0.46], [0.07, 0.01, -0.05], [-0.12, -0.13, 0.17], [-0.01, -0.03, -0.02], [-0.09, 0.11, -0.07], [-0.09, -0.09, 0.23], [0.04, 0.04, -0.23], [0.05, -0.10, 0.02], [-0.27, -0.16, -0.10], [-0.06, -0.06, 0.04], [-0.19, -0.27, -0.48], [0.09, -0.05, -0.03], [-0.12, -0.15, 0.00], [-0.05, 0.08, 0.01], [0.02, 0.35, 0.00], [0.06, 0.07, 0.00], [0.05, 0.19, -0.02], [0.20, 0.00, -0.08], [0.16, 0.05, -0.07]]}


[2]
{"formula": "C2HKLiO3", "method": "ωB97M-V/def2-TZVPD", "gap_ev": [5.76, 6.41], "multiplicity": 2, "e_homo_ev": [-6.30, -6.95], "charge": 0, "de_lowest_ev": 5.151, "symbols": ["O", "Li", "K", "C", "H", "O", "O", "C"], "xyz": [[1.114, 0.239, -0.759], [0.209, -1.722, 0.793], [-1.285, -0.179, -2.167], [0.444, 0.512, 0.802], [1.202, 0.670, 1.569], [0.986, -1.145, -1.099], [-1.810, 0.838, 0.036], [-0.860, 0.785, 0.825]], "forces_ev_per_angstrom": [[-1.18, 0.97, 2.50], [0.66, 0.90, -1.16], [0.72, 0.01, -0.03], [1.36, -0.94, -1.86], [-0.23, 0.06, -0.46], [-1.01, -1.01, 0.91], [-0.03, 0.01, 0.57], [-0.28, 0.00, -0.47]]}


[3]
{"formula": "ClIS", "method": "ωB97M-V/def2-TZVPD", "gap_ev": [6.23, 6.23], "multiplicity": 1, "e_homo_ev": [-9.73, -9.72], "charge": 0, "de_lowest_ev": 1.358, "symbols": ["S", "I", "Cl"], "xyz": [[-0.455, -0.276, 0.763], [-0.887, 1.517, -1.654], [1.342, -1.241, 0.891]], "forces_ev_per_angstrom": [[0.40, 0.74, -1.46], [0.57, -1.47, 1.84], [-0.96, 0.73, -0.38]]}


[4]
{"formula": "C9H18ClNO", "method": "ωB97M-V/def2-TZVPD", "gap_ev": 8.14, "multiplicity": 1, "e_homo_ev": -8.28, "charge": 0, "de_lowest_ev": 2.318, "symbols": ["H", "H", "O", "H", "C", "Cl", "H", "H", "C", "C", "H", "C", "C", "H", "H", "H", "C", "H", "C", "H", "H", "H", "C", "H", "N", "H", "H", "H", "C", "H"], "xyz": [[4.165, -0.624, -0.303], [-2.380, 0.753, -1.943], [-0.360, -1.543, 1.382], [0.370, 0.876, -0.086], [-0.997, -0.468, 1.029], [-3.265, -1.420, -0.670], [3.416, -0.689, 1.226], [-3.342, 2.285, -1.350], [-1.696, 2.276, 0.992], [1.664, -0.832, -1.637], [3.213, -2.036, 0.458], [3.239, -0.968, 0.253], [-2.528, 1.586, -1.229], [1.807, 1.119, 1.229], [1.635, -1.974, -1.912], [0.714, -0.423, -1.915], [1.268, 0.595, 0.346], [-1.595, -2.696, 0.213], [2.001, -0.329, -0.239], [-1.759, 2.371, -1.483], [-2.190, 3.225, 0.935], [2.417, -0.511, -2.340], [-2.556, 1.235, 0.169], [-1.830, 1.884, 2.048], [-1.984, -0.099, 0.413], [-0.982, -3.200, 2.072], [0.136, -3.227, 0.541], [-0.648, 2.370, 0.697], [-0.790, -2.812, 0.976], [-3.568, 1.218, 0.603]], "forces_ev_per_angstrom": [[-1.08, -0.85, 0.24], [-0.89, 0.61, 0.38], [0.09, 3.80, 0.01], [-1.11, 1.09, -0.66], [-0.69, -0.98, 0.18], [-0.58, -0.36, -0.39], [0.52, 1.40, 2.54], [-1.10, -0.61, -0.90], [-1.39, -1.93, 1.49], [-0.46, -1.87, -0.26], [-0.23, -0.42, -1.18], [1.43, 0.58, -0.53], [1.05, 2.00, -2.90], [-1.78, -0.83, -1.19], [-0.03, 1.80, 1.35], [-0.61, 0.23, -0.56], [3.59, 0.71, 2.08], [0.32, -0.79, 1.03], [0.26, -2.03, -2.13], [0.23, -1.15, 0.53], [-0.24, 0.66, -0.14], [0.29, 0.58, -0.17], [1.41, 0.26, 2.61], [0.73, 0.87, -0.95], [1.41, 0.07, 1.03], [-0.33, -0.54, -2.76], [-0.66, -0.47, 0.18], [-0.41, -0.22, 0.04], [-0.09, -1.45, 1.33], [0.36, -0.16, -0.30]]}


Repeat the first record exactly.
{"formula": "C15H17ClN2OS", "method": "ωB97M-V/def2-TZVPD", "gap_ev": 8.92, "multiplicity": 1, "e_homo_ev": -8.31, "charge": 0, "de_lowest_ev": 0.000, "symbols": ["C", "C", "H", "H", "N", "C", "C", "C", "Cl", "H", "C", "H", "H", "H", "H", "C", "C", "C", "C", "N", "H", "C", "H", "C", "H", "H", "C", "H", "S", "H", "H", "H", "O", "H", "H", "C", "C"], "xyz": [[-2.842, 2.317, -0.194], [1.210, 1.364, -1.592], [3.400, -2.560, -1.382], [2.365, 0.380, -3.070], [0.216, 0.513, -1.228], [2.701, -0.561, 0.136], [-3.063, -0.027, 0.312], [2.490, 0.611, -2.003], [-5.159, 1.544, 0.959], [3.918, 1.719, -0.800], [1.075, -2.562, 0.283], [3.282, -1.731, -2.941], [4.551, -1.274, -1.782], [4.585, 1.087, -2.314], [-1.000, 2.909, -1.104], [-1.803, -0.250, -0.204], [0.685, -2.948, 2.521], [-1.049, 0.804, -0.720], [1.864, -1.595, 0.824], [2.560, -0.667, -1.308], [0.324, -3.352, 3.445], [3.507, -1.600, -1.884], [3.751, -0.668, 0.456], [0.401, -3.338, 1.256], [0.981, -2.731, -0.775], [-1.393, -1.250, -0.201], [3.708, 1.528, -1.850], [-3.643, -0.843, 0.713], [1.784, -1.624, 2.556], [2.365, 0.429, 0.464], [-0.263, -4.149, 1.015], [-3.253, 3.314, -0.187], [1.124, 2.570, -1.635], [3.492, 2.478, -2.330], [0.489, -0.464, -1.208], [-3.580, 1.260, 0.314], [-1.581, 2.091, -0.711]], "forces_ev_per_angstrom": [[-0.16, -0.21, 0.10], [0.05, -0.49, -0.12], [0.06, -0.07, -0.04], [-0.01, 0.01, 0.11], [0.06, -0.37, -0.04], [0.07, 0.07, -0.02], [-0.04, 0.12, -0.02], [0.21, 0.30, -0.03], [-0.22, 0.04, 0.09], [0.05, 0.06, 0.10], [0.22, 0.16, -0.03], [0.03, -0.06, -0.05], [0.01, 0.00, 0.00], [0.08, -0.05, -0.01], [0.01, 0.02, -0.01], [0.07, 0.11, -0.07], [0.17, 0.21, 0.13], [-0.38, 0.25, 0.12], [0.00, 0.03, 0.46], [0.07, 0.01, -0.05], [-0.12, -0.13, 0.17], [-0.01, -0.03, -0.02], [-0.09, 0.11, -0.07], [-0.09, -0.09, 0.23], [0.04, 0.04, -0.23], [0.05, -0.10, 0.02], [-0.27, -0.16, -0.10], [-0.06, -0.06, 0.04], [-0.19, -0.27, -0.48], [0.09, -0.05, -0.03], [-0.12, -0.15, 0.00], [-0.05, 0.08, 0.01], [0.02, 0.35, 0.00], [0.06, 0.07, 0.00], [0.05, 0.19, -0.02], [0.20, 0.00, -0.08], [0.16, 0.05, -0.07]]}